A cluster of 2 separate species, C5H12O in total at a distorted geometry, computed with ωB97M-V/def2-TZVPD.

Values from the calculation:
Spin multiplicity   1
Energy relative to the best compared isomer or geometry (same formula, charge and spin)   68.9 kcal per mole
Highest occupied orbital energy   -9.2 eV
SMILES string   C=CC.CCO

Cartesian coordinates (Å):
C1 -1.5108 0.4630 -2.8360
C2 -1.7796 -0.7304 -2.2128
C3 -2.9018 -0.9107 -1.3467
H1 -0.5517 0.6498 -3.2874
H2 -2.1544 1.2859 -2.8591
H3 -1.0060 -1.5398 -2.3521
H4 -2.8599 -1.4173 -0.4449
H5 -3.5734 0.0044 -1.0267
H6 -3.7752 -1.4704 -1.9542
C4 2.5125 -0.1995 2.5694
C5 2.1740 0.5788 1.2670
O1 1.6902 1.8664 1.6994
H7 3.1331 0.4519 3.2197
H8 1.8792 -0.5350 3.2700
H9 3.2883 -1.0755 2.4383
H10 1.3808 0.0566 0.7234
H11 2.9415 0.7139 0.5969
H12 1.1133 1.8080 2.5357

Atoms 1-6, force components in eV/Å:
C 0.763 -2.959 1.005
C 3.071 2.457 -1.694
C -6.489 0.741 -1.464
H 0.114 -0.334 -0.502
H -1.118 1.043 0.414
H -1.032 0.814 0.434


A cluster of 3 separate species, C5H12O in total, computed with ωB97M-V/def2-TZVPD.

Values from the calculation:
Spin multiplicity   1
Energy relative to the best compared isomer or geometry (same formula, charge and spin)   54.9 kcal per mole
Highest occupied orbital energy   -9.5 eV
SMILES string   C=C(C)C.[H][H].C=O

Cartesian coordinates (Å):
C1 -0.1795 1.2098 1.3962
C2 -0.8203 0.3912 0.5593
C3 -1.2550 0.8261 -0.8153
C4 -1.1465 -1.0320 0.9202
H1 0.0539 2.2372 1.1232
H2 0.1206 0.8846 2.3899
H3 -0.9089 1.8366 -1.0540
H4 -2.3494 0.8109 -0.8961
H5 -0.8722 0.1357 -1.5779
H6 -2.2244 -1.2172 0.8292
H7 -0.8386 -1.2749 1.9411
H8 -0.6392 -1.7239 0.2352
H9 0.8387 -1.5558 -2.7217
H10 1.2085 -1.5966 -2.0742
C5 2.2492 0.0240 -0.0618
O1 2.2825 -1.1820 -0.0626
H11 2.6502 0.6230 0.7777
H12 1.8306 0.6032 -0.9082

Atoms 1-6, force components in eV/Å:
C -0.083 -0.065 -0.064
C 0.066 0.106 0.103
C 0.005 0.033 -0.054
C 0.012 -0.033 0.044
H -0.056 -0.149 0.003
H -0.057 0.017 -0.149


A structure of composition C5H12O at a distorted geometry, computed with ωB97M-V/def2-TZVPD.

Values from the calculation:
Spin multiplicity   1
Energy relative to the best compared isomer or geometry (same formula, charge and spin)   50.3 kcal per mole
Highest occupied orbital energy   -9.9 eV

Cartesian coordinates (Å):
C1 1.6190 -0.0196 1.6714
C2 0.7681 -0.9333 0.7944
C3 -0.0157 -0.1585 -0.3106
C4 -0.8629 -1.1072 -1.1805
O1 -0.7668 0.8138 0.3327
C5 -1.2279 1.7137 -0.6174
H1 2.3027 0.5620 1.0441
H2 0.9976 0.6848 2.2332
H3 2.2170 -0.5938 2.3888
H4 0.1027 -1.5416 1.4492
H5 1.4008 -1.6664 0.2844
H6 0.5973 0.6512 -1.2062
H7 -0.3072 -2.0254 -1.4059
H8 -1.0867 -0.6148 -2.1299
H9 -1.8209 -1.4041 -0.7206
H10 -1.6693 2.5612 -0.0275
H11 -0.2128 1.7968 -1.3527
H12 -2.0350 1.2812 -1.2469

Atoms 1-6, force components in eV/Å:
C 0.074 0.096 -0.037
C 0.154 0.220 -0.549
C 0.914 0.276 -0.830
C 0.086 0.106 -0.246
O -0.222 -0.115 0.036
C 0.539 0.424 -0.763


A cluster of 2 separate species, C5H12O in total at a distorted geometry, computed with ωB97M-V/def2-TZVPD.

Values from the calculation:
Spin multiplicity   2
Net charge   +1
Energy relative to the best compared isomer or geometry (same formula, charge and spin)   89.9 kcal per mole
Highest occupied orbital energy (alpha / beta)   -13.9 / -15.3 eV

Cartesian coordinates (Å):
C1 2.0034 -0.1982 0.5518
O1 1.1450 -0.7899 1.5305
C2 1.2680 0.4827 -0.5363
C3 0.2591 -0.0591 -1.3456
C4 -1.3561 -0.0422 -0.7339
C5 -1.6197 -0.9160 0.3723
H1 2.6590 0.4978 1.0565
H2 2.5984 -1.0150 0.1264
H3 -1.3367 1.7068 1.7503
H4 -0.6553 1.8654 1.4968
H5 1.5210 1.5150 -0.7757
H6 0.1176 0.6152 -2.1780
H7 0.3561 -1.0721 -1.7346
H8 -1.4736 1.0029 -0.5164
H9 -1.8022 -0.2448 -1.7001
H10 -2.3580 -0.6009 1.1034
H11 0.2078 -0.7579 1.2556
H12 -1.5340 -1.9896 0.2772

Atoms 1-6, force components in eV/Å:
C -0.650 -0.255 0.574
O -0.175 0.243 -0.469
C 0.212 -0.253 0.168
C -0.634 -0.012 -0.866
C 1.292 0.773 -0.070
C -1.198 -0.535 -0.438


A cluster of 2 separate species, C5H12O2 in total at a distorted geometry, computed with ωB97M-V/def2-TZVPD.

Values from the calculation:
Spin multiplicity   2
Net charge   -1
Energy relative to the best compared isomer or geometry (same formula, charge and spin)   55.6 kcal per mole
Highest occupied orbital energy (alpha / beta)   0.8 / -3.0 eV

Cartesian coordinates (Å):
O1 1.3826 1.2481 2.3684
C1 0.6699 0.8723 1.4239
C2 1.2223 -0.0315 0.3406
C3 0.1767 -1.1372 0.2094
C4 -1.2389 -0.5634 0.0900
C5 -2.1399 -1.1801 1.2046
H1 -0.3188 1.2993 0.9790
H2 2.1912 -0.5393 0.7471
H3 1.5029 0.4049 -0.4992
H4 0.2489 -1.7625 1.2088
H5 0.2661 -1.8291 -0.6405
H6 -1.6958 -0.9133 -0.8868
H7 -1.4669 0.5208 0.1770
H8 -1.5572 -0.5792 2.0337
H9 -2.1610 -2.2853 1.3314
H10 -3.2166 -0.9282 1.0542
H11 1.5849 3.0357 -3.8717
H12 2.7070 2.1783 -3.7595
O2 1.8426 2.1896 -3.5105

Atoms 1-6, force components in eV/Å:
O 0.779 1.299 1.779
C -1.509 -0.544 -2.469
C 0.520 -3.796 4.997
C -0.095 -0.360 1.278
C -2.736 -1.837 -1.126
C 0.736 1.416 0.736


The molecule C5H12O2 at a distorted geometry, computed with ωB97M-V/def2-TZVPD.

Values from the calculation:
Spin multiplicity   1
Energy relative to the best compared isomer or geometry (same formula, charge and spin)   16.9 kcal per mole
Highest occupied orbital energy   -10.1 eV
SMILES string   CC[C@@H](O)[C@@H](C)O

Cartesian coordinates (Å):
C1 2.3164 0.1771 1.4200
C2 0.8881 0.5751 1.0464
C3 0.3411 -0.1015 -0.2157
O1 0.4516 -1.5211 -0.0907
C4 -1.1213 0.3379 -0.5111
C5 -1.6275 -0.0499 -1.9146
O2 -1.8208 -0.3562 0.5073
H1 2.3801 -0.8951 1.6261
H2 3.0192 0.4020 0.6094
H3 2.6662 0.7160 2.3103
H4 0.2115 0.3581 1.8864
H5 0.8341 1.6512 0.8624
H6 0.9512 0.1254 -1.0860
H7 -0.1554 -1.8054 0.6114
H8 -1.3511 1.4358 -0.3939
H9 -1.3437 -1.0815 -2.1282
H10 -2.7268 0.0212 -1.9961
H11 -1.2276 0.5887 -2.7147
H12 -2.6855 -0.5776 0.1711

Atoms 1-6, force components in eV/Å:
C 0.048 -0.045 -0.074
C -0.097 0.201 -0.110
C 0.152 0.069 0.131
O -0.376 0.179 -0.137
C -0.224 0.258 -0.327
C 0.086 -0.224 0.098


A structure of composition C5H12O2, computed with ωB97M-V/def2-TZVPD.

Values from the calculation:
Spin multiplicity   1
Energy relative to the best compared isomer or geometry (same formula, charge and spin)   129.1 kcal per mole
Highest occupied orbital energy   -8.1 eV

Cartesian coordinates (Å):
C1 -2.0261 0.6358 0.8442
C2 -0.8914 -0.2297 0.3844
C3 -0.2272 0.0831 -0.9203
O1 -0.0137 1.4699 -1.0189
C4 1.0312 -0.7547 -1.1156
C5 1.8338 -0.6528 0.1871
O2 0.9691 -1.0024 1.2199
H1 -2.2836 0.4331 1.8848
H2 -1.8061 1.6947 0.7143
H3 -2.8999 0.3644 0.2270
H4 -1.0777 -1.2921 0.5102
H5 0.1199 0.9075 1.7333
H6 -0.9918 -0.2422 -1.6579
H7 0.4336 1.6407 -1.8569
H8 1.5968 -0.4164 -1.9944
H9 0.7399 -1.7981 -1.2879
H10 2.1839 0.3883 0.2972
H11 2.7157 -1.3077 0.1545
H12 0.5938 0.0786 1.6950

Atoms 1-6, force components in eV/Å:
C 0.032 0.060 0.047
C -0.142 0.099 -0.129
C -0.031 -0.262 0.211
O 0.094 0.120 -0.245
C -0.012 -0.049 -0.061
C 0.117 0.025 -0.154


The molecule C5H12O2, computed with ωB97M-V/def2-TZVPD.

Values from the calculation:
Spin multiplicity   1
Energy relative to the best compared isomer or geometry (same formula, charge and spin)   28.6 kcal per mole
Highest occupied orbital energy   -10.0 eV
SMILES string   CO[C@@H](C)CCO

Cartesian coordinates (Å):
C1 -0.2165 1.2472 1.8313
O1 -0.6538 0.5633 0.6809
C2 0.2941 -0.3701 0.1531
C3 0.5285 -1.5488 1.0873
C4 -0.2662 -0.7745 -1.2005
C5 -0.3302 0.4381 -2.1755
O2 0.2265 1.6389 -1.6793
H1 -0.1913 0.6002 2.7171
H2 -0.9244 2.0575 2.0188
H3 0.7839 1.6800 1.6862
H4 1.2406 0.1640 -0.0179
H5 -0.4108 -2.0622 1.3205
H6 0.9893 -1.2361 2.0296
H7 1.2105 -2.2600 0.6106
H8 -1.2662 -1.1868 -1.0326
H9 0.3364 -1.5978 -1.6155
H10 0.2723 0.1976 -3.0469
H11 -1.3638 0.6274 -2.5044
H12 -0.2589 1.8220 -0.8628

Atoms 1-6, force components in eV/Å:
C 0.073 0.152 0.277
O -0.048 -0.037 0.052
C 0.105 -0.106 -0.074
C 0.009 -0.031 0.032
C -0.052 0.016 0.084
C -0.052 -0.335 -0.280


A cluster of 2 separate species, C5H12O2 in total, computed with ωB97M-V/def2-TZVPD.

Values from the calculation:
Spin multiplicity   1
Energy relative to the best compared isomer or geometry (same formula, charge and spin)   29.4 kcal per mole
Highest occupied orbital energy   -10.0 eV
SMILES string   CCC=O.CCO

Cartesian coordinates (Å):
C1 -1.7843 -2.5865 -0.5463
C2 -1.2739 -1.1485 -0.4064
C3 0.2009 -1.1189 -0.7122
O1 0.6851 -0.6766 -1.7272
H1 -1.6353 -2.9466 -1.5692
H2 -1.2516 -3.2612 0.1334
H3 -2.8509 -2.6457 -0.3136
H4 -1.7904 -0.4750 -1.0971
H5 -1.4346 -0.7915 0.6192
H6 0.8511 -1.5733 0.0700
C4 2.0329 1.7495 0.4725
C5 0.5330 1.6324 0.7015
O2 -0.0282 2.7819 1.3048
H7 2.2546 2.4941 -0.3011
H8 2.5298 2.0546 1.3986
H9 2.4562 0.7958 0.1384
H10 0.0276 1.4025 -0.2478
H11 0.3236 0.8081 1.3946
H12 0.0862 3.5144 0.6872

Atoms 1-6, force components in eV/Å:
C -0.027 -0.108 -0.016
C -0.017 0.074 -0.057
C 0.082 0.107 -0.260
O -0.187 -0.224 0.435
H -0.041 0.031 0.147
H -0.087 0.079 -0.097


A structure of composition C5H12O2, computed with ωB97M-V/def2-TZVPD.

Values from the calculation:
Spin multiplicity   1
Energy relative to the best compared isomer or geometry (same formula, charge and spin)   109.3 kcal per mole
Highest occupied orbital energy   -8.5 eV

Cartesian coordinates (Å):
C1 0.6440 1.7628 1.4868
O1 -0.3803 1.3745 0.6168
C2 -0.2974 -1.0091 0.1093
C3 -1.6272 -1.3458 0.7189
C4 -0.0587 -0.7526 -1.2474
C5 1.1386 0.0318 -1.7200
O2 0.5215 1.2338 -1.7496
H1 0.3304 1.5633 2.5191
H2 0.8739 2.8338 1.4086
H3 1.5873 1.2145 1.3126
H4 0.5529 -0.9168 0.7833
H5 -2.3824 -1.5649 -0.0400
H6 -1.9591 -0.4768 1.2963
H7 -1.5360 -2.1967 1.3988
H8 -0.8993 -0.8565 -1.9290
H9 0.1045 -1.9523 -0.7470
H10 1.9769 -0.0917 -1.0009
H11 1.4963 -0.3367 -2.6956
H12 -0.0388 1.4775 -0.3462

Atoms 1-6, force components in eV/Å:
C 0.219 0.144 0.318
O -0.059 0.183 -0.113
C -0.024 -0.104 -0.136
C 0.024 -0.077 -0.092
C -0.244 0.323 0.111
C 0.248 -0.516 -0.117


The molecule C5H12O2 at a distorted geometry, computed with ωB97M-V/def2-TZVPD.

Values from the calculation:
Spin multiplicity   1
Energy relative to the best compared isomer or geometry (same formula, charge and spin)   72.8 kcal per mole
Highest occupied orbital energy   -9.0 eV
SMILES string   CCOCCOC

Cartesian coordinates (Å):
C1 -2.3697 -1.1238 -1.0295
C2 -1.1918 -0.1327 -1.1606
O1 -0.7337 0.4992 0.0617
C3 0.6253 1.2578 -0.0688
C4 1.7323 1.2811 1.0607
O2 2.3410 0.0268 1.0797
C5 1.2623 -0.9036 1.1877
H1 -3.2624 -0.6614 -0.5998
H2 -2.1293 -2.0191 -0.4455
H3 -2.6396 -1.4835 -2.0396
H4 -1.5045 0.6643 -1.8433
H5 -0.3672 -0.6930 -1.6253
H6 1.1639 0.8166 -0.9202
H7 0.3009 2.2704 -0.2519
H8 2.5244 2.0291 0.8275
H9 1.3582 1.5658 2.0604
H10 0.2998 -0.5612 0.6899
H11 0.9829 -0.9849 2.2427
H12 1.6072 -1.8480 0.7740

Atoms 1-6, force components in eV/Å:
C 0.185 0.224 0.276
C 0.247 0.238 -0.179
O 0.692 0.984 -0.159
C -0.875 0.057 -0.411
C -0.813 0.051 -0.264
O -0.413 -0.120 -0.107


A cluster of 3 separate species, C5H12O2 in total at a distorted geometry, computed with ωB97M-V/def2-TZVPD.

Values from the calculation:
Spin multiplicity   1
Energy relative to the best compared isomer or geometry (same formula, charge and spin)   54.0 kcal per mole
Highest occupied orbital energy   -9.7 eV
SMILES string   C=CCC=C.O.O

Cartesian coordinates (Å):
C1 -0.6244 1.1456 1.7009
C2 -0.5303 1.7479 0.5160
C3 0.4711 1.2981 -0.4893
C4 -0.0814 0.7718 -1.8135
C5 -1.3764 0.7933 -2.0928
H1 -1.2718 1.2410 2.5318
H2 -0.1335 0.1642 1.6792
H3 -1.1734 2.5620 0.2185
H4 1.2041 0.5553 -0.1596
H5 1.0365 2.1847 -0.7971
H6 0.6170 0.4557 -2.5474
H7 -1.7021 0.5219 -3.0813
H8 -2.1833 0.9701 -1.3951
O1 0.7679 -2.5570 2.5897
H9 0.1940 -2.4423 3.3505
H10 1.5956 -2.0867 2.7561
O2 1.3299 -2.4143 -1.2439
H11 1.3964 -2.9085 -0.4224
H12 0.4642 -2.0029 -1.3005

Atoms 1-6, force components in eV/Å:
C 0.580 -1.781 -1.552
C -0.236 -0.317 0.827
C 0.315 -0.300 -1.517
C -1.121 0.944 1.531
C -0.123 -0.643 -0.503
H -0.754 0.891 0.413


The molecule C5H12O2, computed with ωB97M-V/def2-TZVPD.

Values from the calculation:
Spin multiplicity   1
Energy relative to the best compared isomer or geometry (same formula, charge and spin)   15.6 kcal per mole
Highest occupied orbital energy   -9.8 eV
SMILES string   CC[C@@H](O)[C@@H](C)O

Cartesian coordinates (Å):
C1 2.3636 0.2725 1.2822
C2 0.9296 0.6746 0.9484
C3 0.3001 -0.2507 -0.0981
O1 0.4172 -1.6127 0.2460
C4 -1.1940 0.1505 -0.3468
C5 -1.5485 0.1263 -1.8255
O2 -1.9793 -0.7789 0.3995
H1 2.3890 -0.7431 1.6872
H2 2.9974 0.2903 0.3867
H3 2.8030 0.9552 2.0168
H4 0.3081 0.6464 1.8548
H5 0.9077 1.7084 0.5624
H6 0.8656 -0.1127 -1.0344
H7 -0.4474 -1.8613 0.6131
H8 -1.3581 1.1641 0.0527
H9 -1.3058 -0.8553 -2.2484
H10 -2.6178 0.3402 -1.9788
H11 -0.9670 0.8900 -2.3552
H12 -2.8428 -0.8405 -0.0258

Atoms 1-6, force components in eV/Å:
C 0.039 0.021 0.026
C 0.056 -0.130 0.085
C -0.029 0.654 -0.151
O -0.225 0.020 0.053
C 0.526 -0.058 -0.162
C -0.043 -0.054 0.060


A cluster of 2 separate species, C5H12O2 in total at a distorted geometry, computed with ωB97M-V/def2-TZVPD.

Values from the calculation:
Spin multiplicity   1
Energy relative to the best compared isomer or geometry (same formula, charge and spin)   18.1 kcal per mole
Highest occupied orbital energy   -10.1 eV
SMILES string   CC(C)CC=O.O

Cartesian coordinates (Å):
C1 -1.7236 0.4015 -0.6295
C2 -0.5421 -0.3372 -0.0395
C3 -1.0447 -1.4723 0.8666
C4 0.3401 0.6388 0.8231
C5 0.9330 1.7162 -0.0324
O1 1.3521 1.5404 -1.1560
H1 -2.4110 -0.3152 -1.0830
H2 -2.2827 0.9573 0.1256
H3 -1.4766 1.0999 -1.4330
H4 0.1209 -0.6973 -0.8183
H5 -0.2497 -2.2134 0.9941
H6 -1.8950 -1.9987 0.4523
H7 -1.2279 -1.0974 1.8728
H8 -0.2715 1.1174 1.5882
H9 1.1172 -0.0069 1.2363
H10 0.9452 2.7334 0.3865
O2 2.9260 -0.6494 -0.6960
H11 3.0256 -1.3973 -1.2967
H12 2.3649 -0.0197 -1.1613

Atoms 1-6, force components in eV/Å:
C -0.446 0.064 -0.657
C 0.004 0.775 1.014
C 1.251 -0.104 -0.078
C -0.657 -0.751 -0.965
C 0.134 -0.107 -0.307
O -0.068 0.171 0.231


| no. | M (g mol⁻¹) |
| --- | --- |
| 1 | 88.15 |
| 2 | 88.15 |
| 3 | 88.15 |
| 4 | 88.15 |
| 5 | 104.15 |
| 6 | 104.15 |
| 7 | 104.15 |
| 8 | 104.15 |
| 9 | 104.15 |
| 10 | 104.15 |
| 11 | 104.15 |
| 12 | 104.15 |
| 13 | 104.15 |
| 14 | 104.15 |